# 1
The following is a DFT calculation (ωB97M-V/def2-TZVPD) of a 6-piece molecular cluster, C11H17Cl8FO6 overall in a non-equilibrium geometry.

ORCA input file:
```
! RIJCOSX wB97M-V def2-TZVPD def2/J DEFGRID3
* xyz 1 2
Cl -29.757 -18.495 10.159
Cl -24.742 -16.826 11.669
Cl -24.046 -12.763 11.759
Cl -25.858 -16.007 8.322
Cl -26.740 -14.104 10.378
Cl -31.962 -19.045 12.108
Cl -26.917 -18.410 12.973
Cl -24.282 -12.198 14.604
F -28.893 -15.952 17.959
O -23.579 -15.918 14.832
O -26.331 -15.843 16.638
O -25.370 -14.153 17.932
O -24.103 -17.848 15.968
O -27.628 -14.215 17.388
O -22.632 -16.542 16.806
C -30.180 -19.099 11.798
C -26.353 -14.691 17.383
C -26.244 -16.810 12.696
C -22.186 -17.395 18.913
C -28.491 -15.204 16.937
C -25.185 -12.639 13.103
C -27.249 -15.058 8.879
C -23.422 -16.766 15.752
C -27.587 -16.141 16.204
C -23.696 -18.513 17.151
C -22.419 -17.819 17.488
H -27.817 -17.201 16.311
H -25.982 -11.941 12.845
H -29.294 -14.785 16.330
H -21.608 -18.394 17.041
H -25.533 -13.670 13.166
H -23.050 -16.875 19.328
H -23.487 -19.573 17.008
H -22.140 -18.256 19.581
H -27.573 -15.820 15.163
H -24.533 -18.361 17.833
H -27.732 -14.403 8.154
H -27.010 -16.305 12.106
H -29.904 -20.152 11.742
H -27.959 -15.788 9.268
H -25.947 -16.359 13.643
H -29.597 -18.516 12.510
H -21.291 -16.783 19.022
*
```

Calculated values
LUMO energy (alpha / beta), eV: -3.342 / -10.273
HOMO (alpha / beta), eV: -13.145 / -13.070
Kohn-Sham gap (alpha / beta), eV: 9.80 / 2.80
E, eV: -126853.318

# 2
The following is a DFT calculation (ωB97M-V/def2-TZVPD) of a 2-piece molecular cluster, C11H17ClO4S2 overall in a non-equilibrium geometry.

ORCA input file:
```
! RIJCOSX wB97M-V def2-TZVPD def2/J DEFGRID3
* xyz 0 1
Cl -0.655 -0.711 -0.847
S -4.090 1.713 0.554
S -4.389 -1.277 0.382
O 2.819 -0.830 0.724
O 2.905 0.574 -1.303
O 0.847 -1.465 1.608
O 1.002 1.215 -2.332
C 1.475 -0.904 0.722
C 0.872 -0.225 -0.436
C -6.560 0.403 1.136
C -3.549 0.173 0.176
C 5.047 1.081 -2.140
C -5.897 1.658 0.598
C 4.909 -1.490 1.585
C 3.415 -1.600 1.783
C -6.153 -0.867 0.411
C 1.567 0.584 -1.450
C 3.567 1.259 -2.380
H -2.516 0.119 -0.192
H 3.096 -1.185 2.752
H -6.487 -0.861 -0.633
H -6.229 1.883 -0.423
H -6.129 2.513 1.250
H -7.643 0.525 1.015
H 5.320 1.296 -1.098
H -6.374 0.303 2.209
H 5.218 -0.448 1.415
H 3.078 -2.644 1.686
H 5.416 -1.872 2.475
H 3.266 0.795 -3.333
H 5.344 0.055 -2.395
H -6.587 -1.741 0.917
H 5.602 1.758 -2.794
H 5.214 -2.110 0.729
H 3.278 2.322 -2.369
*
```

Calculated values
LUMO energy, eV: -2.611
HOMO, eV: -5.780
Kohn-Sham gap, eV: 3.17
E, eV: -54062.265

# 3
The following is a DFT calculation (ωB97M-V/def2-TZVPD) of an isolated molecule of C11H17NOS in a non-equilibrium geometry.

ORCA input file:
```
! RIJCOSX wB97M-V def2-TZVPD def2/J DEFGRID3
* xyz 0 1
S 3.040 0.636 0.627
O -1.806 0.725 1.238
N 1.183 -0.472 -0.830
C 0.584 0.287 0.149
C -0.353 2.461 -1.441
C -1.523 -1.664 1.371
C -1.340 1.311 -1.175
C 1.389 0.998 1.016
C 3.468 -1.206 -1.417
C -1.955 -0.493 0.540
C -1.001 0.569 0.101
C 2.461 -0.503 -0.581
C 0.902 1.929 2.106
C -0.987 -2.852 0.658
H 3.280 -2.135 -1.865
H 3.782 -0.616 -2.269
H 4.321 -1.468 -0.728
H -1.399 0.779 -2.174
H -0.582 3.106 -2.246
H 0.626 2.145 -1.427
H 0.702 1.350 2.916
H -1.751 -2.935 -0.196
H -0.292 3.202 -0.537
H 0.021 2.333 1.661
H -2.336 1.755 -1.019
H -0.871 -1.300 2.172
H -1.053 -3.837 1.154
H 1.543 2.718 2.302
H -2.891 -0.522 -0.051
H 0.011 -2.748 0.127
H -2.395 -2.158 1.874
*
```

Calculated values
LUMO energy, eV: 0.707
HOMO, eV: -8.590
SMILES: CC[C@H]1O[C@@]1(CC)c1nc(C)sc1C
Kohn-Sham gap, eV: 9.30
E, eV: -26053.330

# 4
The following is a DFT calculation (ωB97M-V/def2-TZVPD) of an isolated molecule of C11H17NS in a non-equilibrium geometry.

ORCA input file:
```
! RIJCOSX wB97M-V def2-TZVPD def2/J DEFGRID3
* xyz 0 1
S -3.479 -0.705 -0.499
N 4.855 -0.535 0.043
C 3.314 1.405 0.427
C 3.505 -0.115 0.374
C 0.340 -1.666 0.316
C 1.013 -0.565 -0.319
C -1.757 -0.656 -0.312
C -4.164 0.710 0.289
C 0.266 0.465 -0.859
C -5.626 0.353 0.569
C -1.101 0.459 -0.861
C 2.489 -0.684 -0.582
C -1.023 -1.668 0.356
H 2.239 1.668 0.569
H -1.539 -2.478 0.809
H 0.870 -2.612 0.669
H 4.892 -0.777 -0.938
H 2.687 -0.228 -1.536
H -6.323 1.267 0.652
H 0.779 1.310 -1.312
H 5.473 0.242 0.238
H -3.665 1.140 1.145
H 3.261 -0.523 1.372
H -1.661 1.167 -1.546
H -4.141 1.544 -0.559
H -5.911 -0.154 -0.329
H 2.695 -1.698 -0.699
H 3.694 1.693 1.386
H 3.839 2.016 -0.290
H -5.822 -0.374 1.428
*
```

Calculated values
LUMO energy, eV: 0.875
HOMO, eV: -8.200
SMILES: CCSc1ccc(C[C@H](C)N)cc1
Kohn-Sham gap, eV: 9.07
E, eV: -24007.104

# 5
The following is a DFT calculation (ωB97M-V/def2-TZVPD) of a 2-piece molecular cluster, C11H17OP overall in a non-equilibrium geometry.

ORCA input file:
```
! RIJCOSX wB97M-V def2-TZVPD def2/J DEFGRID3
* xyz 0 1
P -1.253 -0.036 0.484
O -2.673 -3.205 -0.323
C 1.648 -0.127 0.374
C 0.207 1.285 -3.023
C -0.052 0.457 -2.004
C -0.183 2.636 -3.019
C 0.624 0.912 2.414
C -1.173 2.286 -0.857
C -1.581 -2.794 -0.922
C -0.782 0.937 -0.911
C 0.521 -1.488 2.130
C -0.821 3.116 -1.895
C 0.482 -0.177 1.381
H -0.292 1.557 2.542
H 0.134 -2.350 1.637
H 1.320 1.750 2.205
H -0.037 3.271 -3.910
H 0.711 0.802 -3.884
H 1.636 0.861 -0.213
H -0.674 -3.065 -0.433
H 0.985 0.503 3.357
H -1.747 2.806 -0.124
H 0.061 -0.561 -2.191
H -3.383 -2.803 -0.774
H 1.505 -1.665 2.531
H 2.564 -0.087 0.985
H 1.920 -0.958 -0.209
H -0.293 -1.330 2.902
H -1.064 4.176 -1.803
H -1.392 -2.649 -2.009
*
```

Calculated values
LUMO energy (alpha / beta), eV: -0.056 / 0.700
HOMO (alpha / beta), eV: -7.348 / -7.369
Kohn-Sham gap (alpha / beta), eV: 7.29 / 8.07
E, eV: -23014.550

# 6
The following is a DFT calculation (ωB97M-V/def2-TZVPD) of a 2-piece molecular cluster, C11H17OPS overall in a non-equilibrium geometry.

ORCA input file:
```
! RIJCOSX wB97M-V def2-TZVPD def2/J DEFGRID3
* xyz 0 1
S -2.089 -2.543 -0.234
P -0.252 0.195 1.019
O -0.242 0.659 2.412
C -0.761 0.863 -1.676
C 1.339 -0.215 0.382
C -3.144 -3.101 1.114
C -0.159 2.566 -0.025
C -2.575 1.583 0.044
C 2.482 0.323 0.983
C 2.744 -1.549 -0.966
C 3.847 -0.872 -0.523
C 1.468 -1.201 -0.584
C 3.779 0.060 0.534
C -1.041 1.370 -0.259
H -3.017 1.974 -0.829
H 0.325 0.815 -1.824
H -3.002 0.682 0.399
H -1.201 -0.164 -1.795
H -2.622 2.330 0.840
H -2.590 -3.577 1.940
H 2.881 -2.318 -1.756
H 4.749 -1.229 -1.023
H 0.117 2.874 -1.083
H 0.590 -1.712 -0.827
H -1.167 1.462 -2.515
H 4.579 0.195 1.198
H -0.519 3.465 0.467
H -3.896 -3.916 0.755
H -3.743 -2.320 1.429
H 0.743 2.221 0.548
H 2.378 1.080 1.856
*
```

Calculated values
LUMO energy (alpha / beta), eV: -1.935 / -1.935
HOMO (alpha / beta), eV: -7.718 / -7.719
Kohn-Sham gap (alpha / beta), eV: 5.78 / 5.78
E, eV: -33851.321

# 7
The following is a DFT calculation (ωB97M-V/def2-TZVPD) of a 2-piece molecular cluster, C11H18 overall in a non-equilibrium geometry.

ORCA input file:
```
! RIJCOSX wB97M-V def2-TZVPD def2/J DEFGRID3
* xyz 0 1
C -0.398 0.994 -0.129
C -0.415 -2.427 -1.955
C 0.134 2.249 -0.792
C 1.080 -2.745 -2.238
C -1.735 0.643 3.289
C -0.546 1.287 1.319
C -1.779 0.867 1.877
C 0.343 1.815 3.540
C -0.740 1.106 4.068
C 1.683 -1.778 -3.341
C 0.507 1.720 2.165
H -1.071 -3.268 -2.240
H -0.687 -1.504 -2.480
H -2.743 0.722 1.288
H 1.034 2.489 4.171
H 1.046 -1.699 -4.197
H 0.205 -0.013 -0.276
H -0.958 0.980 5.125
H -0.642 -2.228 -0.898
H -0.348 3.278 -0.718
H -2.711 0.001 3.758
H 1.500 1.978 1.845
H 2.549 -2.308 -3.737
H 1.232 2.323 -0.481
H 0.160 2.252 -1.834
H 1.759 -2.581 -1.264
H 1.958 -0.876 -2.991
H -1.468 0.610 -0.398
H 1.053 -3.888 -2.475
*
```

Calculated values
LUMO energy, eV: 0.920
HOMO, eV: -8.902
SMILES: CCc1ccccc1.CCC
Kohn-Sham gap, eV: 9.82
E, eV: -11696.276

# 8
The following is a DFT calculation (ωB97M-V/def2-TZVPD) of a 2-piece molecular cluster, C11H18 overall in a non-equilibrium geometry.

ORCA input file:
```
! RIJCOSX wB97M-V def2-TZVPD def2/J DEFGRID3
* xyz 0 1
C 2.000 2.478 -0.190
C -1.241 -1.579 2.475
C 0.670 0.466 0.103
C 2.358 1.954 -1.421
C 1.160 -0.099 -1.080
C 2.153 0.610 -1.757
C 1.120 1.698 0.554
C -3.523 -1.053 1.574
C -0.886 -1.205 -2.009
C -2.261 -0.462 2.319
C 0.549 -1.397 -1.517
H 2.325 0.396 -2.808
H -1.424 -2.501 1.939
H -1.934 0.376 1.714
H 0.555 -2.095 -0.668
H 2.320 3.473 0.074
H -1.338 -2.066 -2.499
H -0.983 -1.754 3.527
H -3.366 -0.892 0.508
H -0.102 -0.082 0.618
H 2.989 2.463 -2.134
H -1.550 -1.020 -1.170
H 0.807 1.943 1.563
H -3.512 -2.133 1.703
H -0.217 -1.281 2.226
H -0.883 -0.356 -2.694
H -2.673 -0.075 3.250
H 1.164 -2.020 -2.174
H -4.474 -0.682 1.940
*
```

Calculated values
LUMO energy, eV: 1.012
HOMO, eV: -9.028
SMILES: CCc1ccccc1.CCC
Kohn-Sham gap, eV: 10.04
E, eV: -11697.970